# C4H6O2

A single C4H6O2 molecule in a non-equilibrium geometry (ωB97M-V/def2-TZVPD, the Open Molecules 2025 dataset).

* relative energy (zero: lowest compared OMol25 entry of this formula, charge and spin): 205.9 kJ/mol
* 2S+1: 1
* HOMO energy: -9.6 eV
* Kohn-Sham gap: 10.22 eV
* E: -8338.32670 eV
* SMILES: CC(=O)CC=O

Positions of all 12 atoms, in Å:
C (0.153, -1.601, 0.743)
C (0.569, -0.492, -0.109)
O (1.332, -0.630, -1.047)
C (-0.136, 0.783, 0.227)
C (-0.409, 1.595, -0.995)
O (-1.261, 2.448, -1.043)
H (-0.528, -1.646, -0.236)
H (-0.555, -1.435, 1.555)
H (0.991, -2.250, 1.067)
H (-1.031, 0.683, 0.856)
H (0.649, 1.236, 0.840)
H (0.226, 1.310, -1.856)